## 1
{"formula": "C3H33N2O11", "method": "wB97M-V/def2-TZVPD", "homo_ev": -12.11, "charge": 1, "lumo_energy_ev": -2.40, "homo_lumo_gap_ev": 9.7, "symbols": ["O", "O", "O", "O", "O", "O", "O", "O", "O", "O", "O", "N", "N", "C", "C", "C", "H", "H", "H", "H", "H", "H", "H", "H", "H", "H", "H", "H", "H", "H", "H", "H", "H", "H", "H", "H", "H", "H", "H", "H", "H", "H", "H", "H", "H", "H", "H", "H", "H"], "positions_angstrom": [[3.946, 0.659, -0.246], [0.353, 2.978, 0.176], [0.489, -2.464, 0.020], [1.903, 1.607, -1.460], [0.196, -2.433, -2.573], [-1.830, 2.758, 1.326], [3.183, -1.777, -0.464], [0.431, 0.110, -3.178], [-0.591, 0.894, 2.915], [2.593, 1.487, 1.994], [1.328, -0.689, 2.081], [-1.529, 0.556, -0.464], [-1.822, -1.767, 1.115], [-2.833, 0.341, -1.125], [-3.180, -1.535, 0.530], [-3.150, -1.171, -0.958], [3.288, -1.299, 0.374], [-3.858, -2.395, 0.683], [2.193, 1.644, 2.859], [-3.791, -0.748, 1.051], [-1.070, -2.110, 0.458], [-1.297, -0.923, 1.331], [4.368, 0.433, -1.080], [1.285, -1.560, 2.489], [-2.734, 3.046, 1.154], [2.312, 0.538, 1.748], [-1.271, 3.487, 0.994], [1.234, 0.472, -2.725], [0.699, -2.782, -3.319], [1.187, 2.930, 0.670], [0.418, 0.868, -3.813], [-0.157, -1.549, -2.780], [-1.497, 1.462, -0.007], [-1.885, -2.527, 1.769], [-4.090, -1.475, -1.389], [0.558, -0.152, 2.447], [-3.636, 0.805, -0.506], [4.560, 1.127, 0.331], [0.587, -2.595, -0.968], [2.070, 0.953, -0.752], [0.980, -1.637, 0.132], [3.934, -2.358, -0.257], [-2.817, 0.419, -2.237], [0.556, 2.483, -0.661], [2.651, 2.206, -1.354], [-2.371, -1.770, -1.484], [-0.673, 0.505, -1.006], [-0.421, 1.673, 2.374], [-0.798, 1.273, 3.788]]}

## 2
{"formula": "C3H33N2O11", "method": "wB97M-V/def2-TZVPD", "homo_ev": -12.70, "charge": 1, "lumo_energy_ev": -2.39, "homo_lumo_gap_ev": 10.3, "symbols": ["O", "O", "O", "O", "O", "O", "O", "O", "O", "O", "O", "N", "N", "C", "C", "C", "H", "H", "H", "H", "H", "H", "H", "H", "H", "H", "H", "H", "H", "H", "H", "H", "H", "H", "H", "H", "H", "H", "H", "H", "H", "H", "H", "H", "H", "H", "H", "H", "H"], "positions_angstrom": [[2.044, 1.194, 3.253], [-2.249, 0.768, -2.086], [-1.387, 3.573, 0.467], [-1.909, -1.915, -0.963], [1.047, 2.229, -2.526], [-0.270, -1.012, -3.192], [-3.540, 1.694, 0.227], [-1.102, -0.383, 3.800], [1.147, 2.853, 1.368], [0.624, -4.034, -0.793], [0.507, -4.357, 2.253], [0.194, 0.080, -0.295], [2.873, 0.258, -1.119], [1.168, -1.123, -0.120], [2.099, -0.988, -1.237], [-0.817, 0.431, 0.797], [-0.181, -3.781, 2.235], [-1.143, -0.734, -2.942], [-1.248, 4.533, 0.579], [-2.056, -2.876, -1.343], [-3.031, 1.117, -1.557], [-0.802, 0.364, 4.402], [0.822, 0.869, -0.638], [0.188, -4.049, 0.081], [1.307, 1.997, 0.971], [-4.294, 2.015, -0.448], [2.697, -2.034, -1.206], [-1.337, 1.395, 0.502], [1.549, 3.000, 2.284], [3.287, 0.563, -2.009], [-2.436, -1.345, -1.517], [-0.453, -0.318, -1.035], [1.374, -4.054, 2.455], [0.747, -4.954, -0.973], [2.173, 0.328, 3.166], [-1.747, -0.333, 0.769], [1.815, 1.839, -2.373], [1.673, -0.996, -2.215], [1.703, -1.369, 0.856], [0.582, -2.059, -0.202], [-0.573, -0.936, -4.217], [-2.041, -0.404, 3.697], [3.409, 0.365, -0.244], [-0.467, 0.458, 1.755], [2.661, 1.786, 3.561], [1.194, 3.164, -2.800], [-3.521, 2.582, 0.652], [-1.576, 1.469, -2.159], [-0.704, 3.127, 0.082]]}

Tell me which of them is the most stable. Sure, it is 1.

## 1
{"formula": "C2H5IO", "method": "wB97M-V/def2-TZVPD", "homo_ev": -9.07, "lumo_energy_ev": 0.49, "smiles": "C=CO.I", "homo_lumo_gap_ev": 9.6, "symbols": ["I", "O", "C", "C", "H", "H", "H", "H", "H"], "positions_angstrom": [[-0.251, 2.344, 2.501], [-0.893, 0.415, -1.147], [0.646, -1.406, -0.981], [-0.061, -0.406, -0.423], [-0.097, -0.077, 0.590], [-1.145, 0.148, -2.097], [0.881, -1.462, -2.073], [1.341, -1.962, -0.498], [-0.419, 2.407, 4.127]]}

## 2
{"formula": "C2H5IO", "method": "wB97M-V/def2-TZVPD", "homo_ev": -9.09, "lumo_energy_ev": 0.25, "homo_lumo_gap_ev": 9.3, "symbols": ["I", "O", "C", "C", "H", "H", "H", "H", "H"], "positions_angstrom": [[2.452, 0.204, -0.077], [-0.060, -1.470, 0.177], [-0.629, 0.767, 0.443], [0.313, -0.244, -0.195], [-0.316, 0.981, 1.417], [-1.468, 0.144, 0.417], [-0.852, 1.712, -0.194], [0.048, 0.070, -1.773], [0.512, -2.164, -0.216]]}

Tell me which of them is the most stable. Sure, it is 1.

## 1
{"formula": "C5H16NO2", "method": "wB97M-V/def2-TZVPD", "homo_ev": -14.34, "charge": 1, "lumo_energy_ev": -3.08, "homo_lumo_gap_ev": 11.3, "symbols": ["O", "O", "N", "C", "C", "C", "C", "C", "H", "H", "H", "H", "H", "H", "H", "H", "H", "H", "H", "H", "H", "H", "H", "H"], "positions_angstrom": [[2.843, 2.052, -0.897], [-3.758, 1.631, 0.772], [1.231, -0.126, 0.111], [-0.147, -0.257, 0.620], [1.320, -0.718, -1.354], [-0.038, -1.201, -1.687], [-0.321, -0.688, 2.050], [-0.890, -1.250, -0.275], [1.641, 0.814, 0.305], [-0.530, 0.830, 0.468], [0.220, -1.605, 2.374], [2.182, -1.354, -1.286], [1.946, -0.742, 0.832], [-0.109, 0.113, 2.702], [-3.569, 2.550, 0.612], [3.847, 2.054, -0.671], [-1.416, -0.954, 2.251], [-0.934, -2.257, 0.103], [-0.304, -2.192, -2.082], [-1.943, -0.990, -0.404], [2.616, 2.965, -0.992], [-0.620, -0.497, -2.309], [-4.710, 1.723, 0.724], [1.446, 0.098, -1.967]]}

## 2
{"formula": "C5H16NO2", "method": "wB97M-V/def2-TZVPD", "homo_ev": -14.82, "charge": 1, "lumo_energy_ev": -4.65, "homo_lumo_gap_ev": 10.2, "symbols": ["O", "O", "N", "C", "C", "C", "C", "C", "H", "H", "H", "H", "H", "H", "H", "H", "H", "H", "H", "H", "H", "H", "H", "H"], "positions_angstrom": [[-2.631, 0.427, -0.108], [-1.285, 1.496, -2.880], [-0.484, -1.722, 0.504], [1.721, -0.667, 0.236], [2.624, 0.535, 0.541], [0.429, -0.699, 1.040], [1.937, 1.897, 0.518], [-1.575, -2.072, 1.039], [-2.192, -2.838, 0.586], [3.143, 0.375, 1.487], [-2.447, 1.099, -0.780], [2.236, -1.607, 0.436], [0.659, -0.968, 2.066], [1.973, 2.353, -0.467], [-1.071, 0.630, -3.251], [2.410, 2.554, 1.249], [1.428, -0.636, -0.819], [-3.581, 0.550, 0.028], [-0.784, 2.152, -3.382], [3.418, 0.495, -0.205], [-0.115, 0.231, 1.062], [-0.337, -1.943, -0.433], [0.913, 1.869, 0.854], [-1.933, -1.616, 1.946]]}

## 3
{"formula": "C5H16NO2", "method": "wB97M-V/def2-TZVPD", "homo_ev": -14.15, "charge": 1, "lumo_energy_ev": -10.05, "homo_lumo_gap_ev": 4.1, "symbols": ["O", "O", "N", "C", "C", "C", "C", "C", "H", "H", "H", "H", "H", "H", "H", "H", "H", "H", "H", "H", "H", "H", "H", "H"], "positions_angstrom": [[1.944, 1.476, 0.831], [-0.019, -0.112, 1.383], [-0.543, -2.738, 2.924], [-1.916, 1.939, -1.085], [-0.757, 1.362, -0.656], [-0.091, -1.360, -1.308], [0.991, -0.242, -1.526], [0.414, 1.172, -1.559], [1.706, -0.288, -0.699], [-0.514, 0.140, 2.193], [-0.091, 1.223, -2.551], [-0.043, -2.155, 2.244], [2.515, 1.691, 1.576], [-1.045, -1.041, -1.738], [-0.579, 1.087, 0.424], [-0.102, -1.488, -0.212], [1.198, 1.921, -1.477], [-2.705, 2.139, -0.371], [0.242, -2.249, -1.842], [1.311, 0.794, 1.119], [-2.111, 2.170, -2.123], [0.075, -2.707, 3.734], [1.501, -0.537, -2.421], [-1.379, -2.196, 3.139]]}

## 4
{"formula": "C5H16NO2", "method": "wB97M-V/def2-TZVPD", "homo_ev": -12.91, "charge": 1, "lumo_energy_ev": -3.11, "homo_lumo_gap_ev": 9.8, "symbols": ["O", "O", "N", "C", "C", "C", "C", "C", "H", "H", "H", "H", "H", "H", "H", "H", "H", "H", "H", "H", "H", "H", "H", "H"], "positions_angstrom": [[-2.132, -0.632, 2.471], [-1.314, -3.288, 0.981], [-0.533, -0.807, 0.213], [-0.789, 0.650, 0.153], [2.639, 0.662, -0.884], [0.537, 1.397, 0.198], [0.940, 1.734, -2.296], [1.413, 1.161, -0.993], [-1.723, -0.666, 3.338], [-1.297, 0.782, -0.798], [-1.277, -1.444, 0.554], [-1.842, -3.828, 0.376], [0.146, -1.004, 0.955], [1.521, 1.433, -3.171], [3.184, 0.516, 0.046], [0.453, 2.453, 0.466], [3.305, 0.501, -1.726], [1.038, 2.820, -2.383], [-1.432, 1.064, 0.917], [-0.216, -1.231, -0.648], [1.003, 1.036, 1.129], [-3.028, -0.978, 2.477], [-0.094, 1.462, -2.498], [-0.504, -3.793, 1.124]]}

Tell me which of them is the most stable. Sure, it is 4.

## 1
{"formula": "C4H7ClO2", "method": "wB97M-V/def2-TZVPD", "homo_ev": -9.79, "lumo_energy_ev": 0.82, "smiles": "CC(C)=O.O=CCl", "homo_lumo_gap_ev": 10.6, "symbols": ["Cl", "O", "O", "C", "C", "C", "C", "H", "H", "H", "H", "H", "H", "H"], "positions_angstrom": [[5.137, -0.567, -0.131], [3.661, 1.532, 0.104], [1.140, -1.181, -0.017], [4.043, 0.541, 0.622], [-0.177, 0.211, -1.427], [0.137, -0.522, -0.148], [-0.901, -0.418, 0.941], [-1.673, -1.161, 0.741], [-1.369, 0.564, 0.950], [-1.067, 0.825, -1.346], [3.763, 0.189, 1.623], [-0.312, -0.520, -2.221], [-0.456, -0.635, 1.907], [0.674, 0.833, -1.703]]}

## 2
{"formula": "C4H7ClO2", "method": "wB97M-V/def2-TZVPD", "homo_ev": -8.66, "lumo_energy_ev": -2.18, "homo_lumo_gap_ev": 6.5, "symbols": ["Cl", "O", "O", "C", "C", "C", "C", "H", "H", "H", "H", "H", "H", "H"], "positions_angstrom": [[-2.861, -0.281, -0.655], [-0.039, 1.371, 0.025], [1.667, -1.440, -0.070], [-1.858, -0.177, 0.694], [-0.321, 0.130, 0.664], [0.767, -0.552, -0.446], [1.066, 0.925, -0.697], [2.011, 1.181, -0.118], [0.893, 1.400, -1.655], [-2.116, -1.185, 1.108], [-0.233, -1.095, -0.980], [0.274, -0.013, 1.554], [3.017, -0.803, -0.982], [-2.267, 0.540, 1.557]]}

## 3
{"formula": "C4H7ClO2", "method": "wB97M-V/def2-TZVPD", "homo_ev": -9.12, "lumo_energy_ev": 0.45, "smiles": "OC/C=C(/Cl)CO", "homo_lumo_gap_ev": 9.6, "symbols": ["Cl", "O", "O", "C", "C", "C", "C", "H", "H", "H", "H", "H", "H", "H"], "positions_angstrom": [[0.555, 1.172, 2.740], [-0.161, -0.630, -1.680], [-1.060, -1.586, 1.045], [0.890, 0.209, -1.251], [0.945, 0.702, 0.155], [0.058, 0.569, 1.168], [-1.273, -0.161, 1.097], [1.876, -0.265, -1.482], [-0.103, -0.875, -2.590], [0.840, 1.110, -1.856], [-0.717, -1.780, 0.159], [1.825, 1.316, 0.300], [-1.778, 0.187, 0.190], [-1.897, 0.031, 2.005]]}

Tell me which of them is the most stable. Sure, it is 1.

## 1
{"formula": "C4H9N3", "method": "wB97M-V/def2-TZVPD", "homo_ev": -8.24, "lumo_energy_ev": 1.02, "homo_lumo_gap_ev": 9.3, "symbols": ["N", "N", "N", "C", "C", "C", "C", "H", "H", "H", "H", "H", "H", "H", "H", "H"], "positions_angstrom": [[-1.205, -1.831, 0.253], [0.271, -0.146, -0.630], [-1.022, -0.590, -0.432], [-1.862, 0.444, 0.180], [1.121, -0.384, 0.347], [-1.669, 1.667, -0.206], [2.540, -0.020, 0.135], [-2.496, 2.318, 0.073], [3.090, -0.778, 0.781], [-0.624, -2.602, -0.235], [-0.801, 2.094, -0.740], [-2.515, 0.089, 1.016], [3.088, -0.019, -0.881], [0.392, 0.539, -1.439], [-0.757, -1.742, 1.198], [2.448, 0.962, 0.580]]}

## 2
{"formula": "C4H9N3", "method": "wB97M-V/def2-TZVPD", "homo_ev": -7.69, "lumo_energy_ev": 0.90, "smiles": "CC1=CN(N)[C@H]1N", "homo_lumo_gap_ev": 8.6, "symbols": ["N", "N", "N", "C", "C", "C", "C", "H", "H", "H", "H", "H", "H", "H", "H", "H"], "positions_angstrom": [[-0.533, -1.222, -1.995], [1.486, -0.933, 0.196], [-1.127, -0.992, -0.733], [0.002, 1.884, 1.129], [-1.393, 0.304, -0.442], [-0.409, 0.618, 0.438], [0.139, -0.742, 0.514], [-0.264, -1.425, 1.258], [1.887, -1.843, 0.370], [0.403, -0.801, -2.024], [-0.406, -2.225, -2.095], [2.127, -0.154, 0.247], [-0.819, 2.604, 1.141], [-2.277, 0.870, -0.738], [0.827, 2.363, 0.589], [0.356, 1.695, 2.146]]}

Tell me which of them is the most stable. Sure, it is 2.